{
  "formula": "C23H41N2O7S2",
  "method": "ωB97M-V with the def2-TZVPD basis set",
  "max_force_ev_per_a": 2.87,
  "energy_ha": -2333.57283,
  "orbital_gap_ha": 0.308,
  "charge": -1,
  "e_above_lowest_kj_mol": 0.00,
  "elements": ["S", "S", "O", "O", "O", "O", "O", "O", "O", "N", "N", "C", "C", "C", "C", "C", "C", "C", "C", "C", "C", "C", "C", "C", "C", "C", "C", "C", "C", "C", "C", "C", "C", "C", "H", "H", "H", "H", "H", "H", "H", "H", "H", "H", "H", "H", "H", "H", "H", "H", "H", "H", "H", "H", "H", "H", "H", "H", "H", "H", "H", "H", "H", "H", "H", "H", "H", "H", "H", "H", "H", "H", "H", "H", "H"],
  "coordinates": [[-1.50604, -2.91619, 1.40026], [-1.39522, -0.54015, 2.74859], [-2.47117, 0.23875, 3.69348], [-1.40880, 0.16748, 1.50274], [1.06770, -2.66983, 7.53097], [2.40934, -2.99188, 9.30551], [-2.14074, -4.21642, 1.53958], [-0.12080, -0.42820, 3.43411], [-1.90429, -2.35669, 0.12634], [-2.23414, 3.21325, -5.52939], [-1.95776, -2.05317, 2.70921], [-4.25539, 2.32455, -5.04428], [2.11323, 1.17817, -5.21316], [-1.85980, 0.58669, 6.09210], [2.24011, -2.57004, 8.19568], [-3.24173, 1.30861, -4.79414], [1.17545, -2.08619, 1.00633], [2.42312, -1.24432, 6.24320], [-2.54126, -0.32475, 5.01143], [1.14957, 1.19858, -6.43588], [1.87334, -0.09693, -4.35022], [3.28033, -1.90121, 7.31882], [1.27529, -0.06497, -1.81820], [-1.20191, 4.14435, -5.96562], [-2.06436, 1.93123, -5.09647], [1.22179, -2.16735, 6.18610], [-2.91635, 1.05857, 7.13412], [1.78248, -2.18963, -0.41428], [-3.58833, 3.43263, -5.46313], [0.22786, 3.57539, -5.75689], [0.26795, -3.27648, 1.39689], [0.67598, 2.59995, -6.89303], [0.91303, -1.54924, -1.52037], [2.38852, 0.04382, -2.88562], [1.37878, -3.01429, 5.51500], [-3.61079, -0.38703, 5.26922], [2.02425, -3.24455, -0.64086], [2.75967, -1.66632, -0.43088], [3.85419, -1.17187, 7.88518], [3.93858, -2.66751, 6.90553], [0.88832, 4.45666, -5.81910], [0.26430, 3.14911, -4.74770], [1.53849, 0.44780, -0.87558], [0.52540, -3.73261, 2.36436], [0.32658, 0.49117, -6.25900], [-4.04549, 4.38907, -5.71967], [0.80271, -0.36727, -4.31078], [2.92424, -1.13305, 5.28362], [0.38428, -4.08827, 0.65927], [-5.32069, 2.18689, -4.88542], [1.41432, 3.10217, -7.53732], [3.08346, -0.79465, -2.69668], [-0.16683, -1.59846, -1.32149], [2.03796, 2.05339, -4.55375], [0.33724, 0.41731, -2.15266], [-0.21837, 2.43402, -7.52424], [-3.40187, 0.29575, -4.44088], [2.39712, -0.95324, -4.80725], [2.92538, 0.99664, -2.75039], [3.14667, 1.10182, -5.58778], [-1.34657, 1.44144, 5.63609], [-2.13429, -1.34130, 5.08523], [1.08816, -2.13078, -2.44774], [-1.25881, 5.05977, -5.35112], [-1.13008, -0.06182, 6.60291], [-3.67049, 0.28359, 7.33412], [-1.14086, 1.37225, -4.96656], [-3.39671, 1.99723, 6.82879], [2.11245, -0.25190, 6.57613], [0.31813, -1.64399, 5.88445], [-2.37863, 1.20909, 8.08683], [1.71627, 0.77050, -7.28437], [2.01931, -2.08297, 1.72100], [-1.36605, 4.41810, -7.02144], [0.70329, -1.10029, 1.10015]],
  "forces_ev_per_a": [[-2.267, -1.671, -0.546], [0.339, 0.327, -0.268], [0.507, -1.285, -0.267], [-0.538, 0.114, -0.057], [0.183, 0.067, 0.157], [-0.263, 0.026, 0.000], [0.603, -0.152, 1.056], [-0.130, -0.454, 0.660], [1.061, 1.048, 0.143], [-0.486, -0.598, 0.370], [1.176, 0.864, -0.689], [0.584, -1.409, 0.476], [-0.292, -1.096, -0.021], [-0.936, -0.840, -0.026], [0.303, -0.255, 0.115], [-1.173, 1.563, -0.439], [0.944, -0.075, 0.067], [0.241, 0.113, -0.070], [-0.239, 0.799, 1.029], [1.067, 0.246, -0.246], [0.298, 0.100, 0.451], [-0.337, 0.424, -0.251], [-0.499, -0.366, 0.082], [0.546, 0.110, 0.455], [0.992, -2.059, 0.459], [-0.179, 0.143, -0.337], [1.028, -0.087, 0.256], [-0.018, 0.194, 0.018], [-0.891, 1.293, -0.514], [-0.361, 0.483, -0.944], [0.102, 0.459, -0.267], [-1.021, -0.344, 0.374], [0.092, -0.036, -0.562], [-0.179, -0.195, 0.243], [-0.015, -0.008, 0.036], [0.290, -0.050, -0.332], [-0.231, 0.323, 0.040], [-0.325, -0.175, 0.103], [0.145, -0.251, 0.131], [0.044, -0.008, 0.111], [-0.146, -0.342, 0.429], [0.218, 0.102, -0.289], [0.071, -0.215, -0.341], [-0.259, 0.443, -0.148], [0.010, 0.524, -0.014], [0.467, -0.224, -0.012], [0.322, 0.216, -0.127], [-0.109, -0.039, -0.031], [-0.360, 0.327, 0.152], [0.262, 0.318, -0.130], [-0.068, -0.280, 0.332], [0.030, 0.537, 0.073], [0.396, -0.295, 0.305], [-0.085, -0.113, -0.357], [0.500, 0.069, -0.071], [0.425, 0.062, 0.049], [0.225, 0.301, -0.049], [-0.322, 0.280, -0.073], [0.015, -0.324, -0.185], [-0.214, 0.409, 0.245], [-0.074, -0.351, 0.019], [-0.071, 0.282, -0.471], [-0.201, 0.283, 0.210], [-0.252, -0.269, -0.277], [-0.022, 0.501, -0.087], [0.156, 0.252, -0.200], [0.181, 0.869, -0.323], [-0.006, -0.321, 0.100], [-0.033, -0.024, -0.049], [-0.061, -0.155, 0.043], [-0.412, 0.268, -0.231], [-0.353, 0.020, 0.249], [-0.354, 0.091, -0.173], [0.066, -0.092, 0.329], [-0.106, -0.396, 0.105]],
  "mulliken_charge": [1.10, 1.16, -0.43, -0.61, -0.37, -0.60, -0.78, -0.61, -0.65, 0.31, -0.50, -0.56, -0.78, 0.21, 0.46, -0.70, -0.11, -0.51, -0.64, -1.01, -0.71, -0.38, -0.69, -0.92, 0.11, 0.45, -1.30, -0.97, -0.60, -0.68, -0.84, -0.78, -0.58, -0.86, 0.21, 0.39, 0.45, 0.41, 0.30, 0.24, 0.41, 0.41, 0.43, 0.32, 0.52, 0.36, 0.40, 0.33, 0.36, 0.39, 0.43, 0.34, 0.39, 0.52, 0.32, 0.37, 0.46, 0.29, 0.49, 0.38, 0.32, 0.39, 0.31, 0.42, -0.13, 0.38, 0.08, 0.28, 0.27, -0.44, 0.37, 0.47, 0.23, 0.38, 0.11]
}